Entry 1:
Below is C5H13N3 in the gas phase at a distorted geometry, with properties calculated with the ωB97M-V functional and the def2-TZVPD basis.

Structure (XYZ):
```
21
Properties=species:S:1:pos:R:3:forces:R:3:nbo_charge:R:1
C 0.279 0.734 0.643 1.3 1.2 -1.5 -0.16
C -0.857 1.493 1.311 -0.1 -1.1 0.5 -0.62
C 1.604 1.449 0.859 -0.1 0.1 -0.4 -0.64
C 0.130 -0.014 -0.527 0.1 0.6 1.0 0.20
C -0.711 -1.216 -0.302 0.2 1.4 2.2 0.05
N 0.806 0.144 -1.715 0.1 -0.4 0.4 -0.82
N 0.007 -2.420 0.092 0.8 0.0 0.1 -0.83
N -1.435 -1.620 -1.478 -1.0 0.1 0.4 -0.86
H -0.955 -0.700 0.855 -1.3 -2.2 -2.5 0.19
H 1.022 1.096 -1.980 0.0 -0.3 -0.1 0.39
H 0.454 -0.479 -2.441 0.3 0.4 0.2 0.40
H -1.709 -2.590 -1.352 -0.1 0.1 -0.1 0.38
H -2.268 -1.057 -1.602 0.0 0.0 -0.2 0.37
H 0.754 -2.562 -0.589 0.0 -0.2 0.1 0.35
H 0.464 -2.258 0.983 0.0 0.0 -0.1 0.37
H -1.833 1.058 1.090 0.0 0.1 0.0 0.21
H 2.444 0.900 0.427 -0.1 0.0 0.1 0.21
H -0.873 2.543 0.990 0.2 -0.1 -0.1 0.20
H -0.725 1.476 2.397 -0.1 0.2 0.0 0.20
H 1.788 1.575 1.931 0.0 0.0 -0.1 0.21
H 1.614 2.449 0.408 0.0 0.2 0.1 0.19
```
Forces are in eV/Å.

## Properties
* structure (SMILES): CC(C)=C(N)C(N)N
* orbital gap: 8.2 eV
* spin multiplicity: 1

***

Entry 2:
Below is C5H13N3 as an isolated structure at a distorted geometry, with properties calculated with the ωB97M-V functional and the def2-TZVPD basis.

Structure (XYZ):
```
21
Properties=species:S:1:pos:R:3:forces:R:3:nbo_charge:R:1
C -1.336 -0.784 -1.289 -0.8 0.8 -0.3 -0.64
C -1.463 -0.664 0.249 0.8 -0.9 0.0 -0.42
C -1.475 0.785 0.728 0.4 -0.7 -0.2 -0.40
C -0.105 1.482 0.531 -2.1 2.8 -0.4 -0.28
N 0.865 0.688 1.218 3.3 -1.4 -3.8 -0.43
C 1.571 -0.063 0.072 -1.0 -5.7 -2.1 0.46
N 1.852 -1.438 0.546 0.6 2.8 -0.5 -0.82
N 1.759 0.161 -1.262 -0.4 -0.3 3.7 -0.91
H -1.288 -1.813 -1.600 -0.2 -0.6 0.0 0.21
H -2.239 -0.320 -1.811 1.3 -0.4 0.5 0.19
H -0.371 -0.370 -1.659 -0.9 0.1 0.2 0.24
H -2.359 -1.232 0.663 1.1 0.7 -0.6 0.21
H -0.504 -1.117 0.646 -1.5 0.0 -0.1 0.22
H -1.724 0.808 1.763 -0.1 0.0 1.0 0.20
H -2.278 1.310 0.245 -0.1 0.6 -0.5 0.21
H 0.041 1.613 -0.570 0.3 -0.2 1.0 0.24
H -0.189 2.509 0.998 0.2 -1.0 -0.5 0.19
H 1.941 0.919 0.633 -0.1 3.1 2.8 0.36
H 2.306 -1.364 1.471 -0.5 -0.6 -0.6 0.39
H 2.431 -1.867 -0.188 -0.1 0.2 0.7 0.39
H 2.565 0.757 -1.384 -0.1 0.6 -0.5 0.38
```
Forces are in eV/Å.

## Properties
* orbital gap: 8.5 eV
* spin multiplicity: 1

***

Entry 3:
Below is C5H13N3 as an isolated structure at a distorted geometry, with properties calculated with the ωB97M-V functional and the def2-TZVPD basis.

Structure (XYZ):
```
21
Properties=species:S:1:pos:R:3:forces:R:3:nbo_charge:R:1
C 0.542 -0.278 0.020 -4.9 0.6 0.3 0.57
C 2.616 0.216 0.794 1.9 -1.7 -1.2 -0.25
C 2.662 -0.014 -0.735 2.3 -1.4 0.0 -0.25
C -1.977 0.112 1.364 -3.0 -1.5 2.0 -0.73
C -1.395 -0.452 0.131 5.0 -1.4 -1.6 0.00
N 1.243 -0.262 1.094 2.2 0.7 -0.4 -0.53
N 1.203 -0.055 -1.072 0.7 -0.1 -0.2 -0.55
N -2.103 0.177 -1.026 2.8 -0.5 -1.0 -0.69
H 3.497 -0.344 1.255 -1.7 0.5 -0.2 0.27
H 2.824 1.251 0.909 -0.7 1.1 1.0 0.24
H 3.303 0.760 -1.187 -1.0 0.0 -0.3 0.27
H 3.272 -0.980 -0.922 -1.8 1.1 -0.2 0.25
H -3.145 0.269 1.200 2.2 -0.2 0.3 0.26
H -2.035 -0.655 2.224 0.6 1.3 -1.2 0.31
H -1.585 1.070 1.690 0.2 0.0 0.0 0.28
H -1.340 -1.543 -0.143 -0.8 1.0 1.1 0.28
H 0.959 -0.336 2.013 -1.1 -0.3 2.1 0.45
H 0.716 0.052 -1.940 0.6 -0.1 -0.6 0.44
H -2.975 0.212 -0.605 -3.2 -0.3 -0.2 0.46
H -1.986 -0.301 -1.926 -0.7 -0.3 0.2 0.47
H -1.905 1.134 -1.216 0.7 1.5 0.1 0.45
```
Forces are in eV/Å.

## Properties
* charge: +2
* orbital gap: 10.8 eV
* spin multiplicity: 1

***

Entry 4:
Below is an isolated ion of composition C5H13N3 and charge +2 at a distorted geometry, with properties calculated with the ωB97M-V functional and the def2-TZVPD basis.

Structure (XYZ):
```
21
Properties=species:S:1:pos:R:3:forces:R:3:nbo_charge:R:1
C 0.047 2.369 -1.504 1.3 1.2 1.4 -0.21
C 0.574 1.610 -0.577 3.7 -0.2 0.0 -0.34
C 0.845 -1.696 -0.876 -0.1 -0.6 0.9 0.43
C -0.953 -0.662 2.116 -0.9 3.0 2.8 -0.42
C -0.060 0.492 0.060 -2.1 -3.9 -0.8 0.08
N 0.781 -0.762 0.068 -1.7 1.3 -2.7 -0.54
N 0.227 -1.852 -2.000 -1.1 1.3 -0.8 -0.69
N -0.435 0.637 1.511 -0.4 -0.9 -1.3 -0.50
H 0.603 3.245 -1.788 0.0 0.0 -0.9 0.26
H -0.963 2.287 -1.636 -2.6 0.0 -1.1 0.20
H 1.698 1.616 -0.436 -1.3 0.5 0.2 0.24
H 1.447 -2.511 -0.610 0.9 -1.2 0.6 0.24
H -1.766 -1.012 1.571 -1.5 -0.3 -1.0 0.24
H -0.255 -1.392 2.209 2.5 -1.8 -0.4 0.23
H -1.222 -0.511 3.195 -0.2 0.4 -1.1 0.28
H -1.090 0.227 -0.415 1.8 0.3 0.5 0.24
H 1.499 -0.759 0.731 1.4 -0.3 1.1 0.43
H 0.002 -2.744 -2.456 0.9 0.2 0.4 0.48
H -0.116 -1.039 -2.493 -0.5 0.0 0.0 0.43
H 0.293 1.141 1.968 0.9 0.2 1.2 0.45
H -1.156 1.315 1.362 -1.2 0.7 1.0 0.45
```
Forces are in eV/Å.

## Properties
* charge: +2
* structure (SMILES): C=C[C@@H](NC=[NH2+])[NH2+]C
* orbital gap: 11.1 eV
* spin multiplicity: 1

***

Entry 5:
Below is C5H13N3O as an isolated structure at a distorted geometry, with properties calculated with the ωB97M-V functional and the def2-TZVPD basis.

Structure (XYZ):
```
22
Properties=species:S:1:pos:R:3:forces:R:3:nbo_charge:R:1
C 0.724 -0.448 -0.664 -0.8 -0.8 0.0 0.23
C -0.607 1.799 -0.041 -0.9 0.0 0.9 -0.29
C 1.228 0.172 -1.934 -0.1 0.0 0.1 -0.65
C 1.552 -0.286 0.583 -0.2 0.2 0.1 -0.68
C -1.467 1.582 1.004 0.6 1.4 -0.8 -0.59
N 0.177 -1.755 -0.870 -0.2 -0.3 0.0 -0.49
O -1.009 -1.868 1.532 0.0 0.3 -0.3 -0.64
N -1.674 -1.071 0.493 -0.6 0.9 2.2 -0.16
N -1.051 -1.009 -0.656 2.2 1.0 -1.3 -0.09
H -1.736 -2.403 1.872 0.0 0.0 -0.1 0.48
H 0.333 -2.366 -0.069 0.0 0.1 0.0 0.36
H 0.415 2.095 0.128 0.1 -0.2 0.0 0.19
H -0.971 1.866 -1.056 0.0 -0.1 -0.1 0.21
H 0.459 0.122 -2.704 0.0 0.0 0.0 0.24
H 2.095 -0.391 -2.298 0.0 -0.1 0.0 0.22
H 1.542 1.205 -1.791 -0.1 0.0 0.0 0.21
H 1.924 0.732 0.701 0.0 0.0 0.0 0.21
H 1.004 -0.557 1.483 0.0 0.0 0.0 0.24
H 2.436 -0.935 0.522 -0.1 -0.1 -0.1 0.21
H -2.535 1.705 0.847 0.0 -0.3 -0.1 0.23
H -1.139 1.776 2.019 0.1 -0.3 0.0 0.22
H -1.699 0.035 0.902 0.1 -2.0 -0.6 0.35
```
Forces are in eV/Å.

## Properties
* orbital gap: 8.2 eV
* spin multiplicity: 1

***

Entry 6:
Below is an isolated ion of composition C5H13N4O and charge +1 at a distorted geometry, with properties calculated with the ωB97M-V functional and the def2-TZVPD basis.

Structure (XYZ):
```
23
Properties=species:S:1:pos:R:3:forces:R:3:nbo_charge:R:1
C 0.446 -0.910 0.032 -1.2 -3.3 -1.3 0.74
C 1.602 -0.301 -0.669 1.6 1.7 1.7 -0.22
C 1.793 1.043 0.055 1.4 -0.5 0.5 0.16
C -1.818 -1.212 0.698 0.4 -0.4 1.6 -0.46
C -2.148 0.977 -1.265 -1.7 0.3 1.6 -0.44
N -0.721 -0.382 0.171 -1.4 -1.1 0.4 -0.17
N -1.016 0.885 -0.262 -0.9 -0.5 -4.5 -0.47
N 1.183 1.074 1.159 -0.2 -0.2 -0.9 -0.62
N 2.756 -1.190 -0.607 2.2 0.6 -0.5 -0.85
O 0.507 -2.259 0.196 0.2 2.8 0.3 -0.61
H 1.318 -0.111 -1.672 -0.4 0.1 -1.1 0.26
H 2.576 1.788 -0.269 -1.2 -0.5 -0.2 0.21
H -2.352 -1.782 -0.050 -0.6 0.8 -0.8 0.24
H -1.381 -2.131 1.203 -0.5 1.8 0.4 0.26
H -2.403 -0.447 1.303 0.3 -1.8 -0.5 0.24
H -3.198 0.525 -0.942 2.3 0.9 -0.4 0.20
H -2.300 2.071 -1.473 0.2 -1.0 0.5 0.23
H -1.857 0.560 -2.177 0.4 -0.9 -1.4 0.21
H -1.273 1.614 0.308 0.2 1.0 3.3 0.39
H 1.084 1.989 1.493 0.8 1.7 1.5 0.36
H 3.575 -0.822 -0.012 -2.0 -0.7 -0.9 0.41
H 3.173 -1.254 -1.562 -0.5 -0.3 1.1 0.40
H 1.455 -2.417 0.009 0.6 -0.5 0.0 0.53
```
Forces are in eV/Å.

## Properties
* charge: +1
* structure (SMILES): [H]/N=C/[C@@H](N)/C(O)=[N+](/C)NC
* orbital gap: 10.3 eV
* spin multiplicity: 1

***

Entry 7:
Below is C5H13N4S as an isolated structure at a distorted geometry, with properties calculated with the ωB97M-V functional and the def2-TZVPD basis.

Structure (XYZ):
```
23
Properties=species:S:1:pos:R:3:forces:R:3:nbo_charge:R:1
C -0.462 0.534 -1.460 -2.2 0.7 1.6 -0.32
C 2.440 -0.759 0.433 -1.1 0.1 -1.2 -0.68
C 0.013 -2.287 -0.337 -0.1 2.4 -1.8 -0.43
C -0.188 2.727 0.478 0.0 -2.1 2.8 -0.72
C 1.146 0.025 0.630 -1.9 -2.6 -3.0 -0.21
N -2.872 -0.394 0.969 2.5 -1.4 -0.4 -0.37
N -2.379 0.213 0.012 -2.3 0.9 0.4 0.00
N -0.391 -1.063 0.285 1.7 2.1 2.3 -0.22
N -1.209 -0.227 -0.406 4.0 -0.7 -3.1 -0.13
S 0.842 1.453 -0.426 -0.3 -0.3 0.2 0.74
H 0.032 -0.036 -2.300 -0.6 0.5 1.3 0.27
H -1.117 1.377 -1.772 0.4 -0.8 -0.5 0.26
H 3.042 -0.307 -0.351 0.6 0.6 0.5 0.24
H 2.877 -0.816 1.424 0.6 -0.4 -0.4 0.26
H 2.265 -1.728 -0.114 -0.1 0.6 1.4 0.26
H -0.808 -2.681 -0.826 -2.2 -0.9 -0.7 0.24
H 0.648 -2.050 -1.173 1.0 -0.6 -0.3 0.17
H 0.334 -2.996 0.335 1.2 -1.3 1.5 0.23
H -1.028 2.329 1.200 2.1 0.3 -1.3 0.28
H -0.711 3.222 -0.256 -0.9 1.3 -2.0 0.25
H 0.524 3.412 0.981 -0.4 -0.6 -0.3 0.27
H 0.815 0.208 1.573 -0.4 0.8 2.8 0.24
H -3.812 -0.155 1.100 -1.6 1.3 0.1 0.35
```
Forces are in eV/Å.

## Properties
* charge: +1
* orbital gap: 9.3 eV
* spin multiplicity: 1

***

Entry 8:
Below is C5H13NO in the gas phase at a distorted geometry, with properties calculated with the ωB97M-V functional and the def2-TZVPD basis.

Structure (XYZ):
```
20
Properties=species:S:1:pos:R:3:forces:R:3:nbo_charge:R:1
C 2.389 0.944 0.323 0.3 1.0 -0.8 -0.64
C 1.038 0.921 -0.608 0.5 -0.4 -0.5 -0.44
C -0.156 -0.067 -0.071 -0.9 1.4 -1.9 0.08
C -1.630 0.566 -0.521 0.2 -1.2 -0.2 -0.24
N -2.322 1.319 0.613 0.1 -1.4 -0.4 -0.85
O -0.031 -1.338 -0.857 0.2 0.2 3.1 -0.57
C -0.022 -2.418 0.156 -0.3 -0.2 -0.5 -0.28
H 3.302 1.144 -0.418 -1.9 -0.4 1.8 0.22
H 2.318 1.880 1.048 0.3 -2.2 -1.3 0.22
H 2.623 -0.054 0.886 -0.7 2.0 -1.0 0.21
H 1.379 0.510 -1.675 -1.0 0.7 2.3 0.23
H 0.652 2.021 -0.812 0.7 -2.3 0.7 0.22
H -0.175 -0.241 1.086 0.3 0.2 -2.1 0.18
H -1.442 1.259 -1.474 -0.6 -1.5 2.1 0.20
H -2.332 -0.360 -0.797 1.8 1.9 0.1 0.18
H -2.125 0.790 1.502 -0.3 0.7 -1.2 0.35
H -3.340 1.172 0.437 1.1 0.4 0.4 0.36
H -1.082 -2.420 0.654 2.1 -0.1 -0.5 0.17
H 0.105 -3.458 -0.383 0.0 2.2 1.1 0.21
H 0.852 -2.168 0.912 -1.9 -1.0 -1.3 0.18
```
Forces are in eV/Å.

## Properties
* structure (SMILES): CC[C@@H](CN)OC
* orbital gap: 10.4 eV
* spin multiplicity: 1

***

Entry 9:
Below is a 2-piece molecular cluster, C5H13NO overall at a distorted geometry, with properties calculated with the ωB97M-V functional and the def2-TZVPD basis.

Structure (XYZ):
```
20
Properties=species:S:1:pos:R:3:forces:R:3:nbo_charge:R:1
C -0.561 -1.763 -1.505 -0.5 3.4 0.2 -0.62
N 1.193 -0.805 1.424 -2.5 3.3 1.5 -0.80
C -0.018 -0.529 0.608 0.4 -1.4 -0.2 0.21
C -0.778 -1.516 0.008 -0.1 -0.8 0.4 -0.12
C -1.504 -2.749 0.707 3.3 1.4 2.0 -0.64
C -0.189 0.974 0.302 0.8 -0.6 0.2 -0.66
H -0.515 -2.808 -1.583 -0.1 -1.5 -0.5 0.21
H -1.351 -1.324 -2.170 0.7 -0.6 0.2 0.21
H 0.457 -1.362 -1.784 -1.2 -0.3 0.0 0.21
H 1.230 -1.583 2.065 -0.4 -0.6 -0.3 0.38
H 1.213 0.046 2.062 0.7 -1.5 -0.7 0.35
H -2.204 -2.364 1.538 1.1 -0.9 -1.4 0.22
H -1.981 -3.315 -0.061 -0.6 -0.3 -0.3 0.21
H -0.644 -3.411 1.159 -1.9 0.7 -0.4 0.20
H -1.297 1.282 0.420 2.1 -0.3 0.3 0.24
H 0.086 1.226 -0.731 0.0 0.0 0.1 0.23
H 0.609 1.447 0.981 -1.7 0.2 -1.0 0.21
H 2.663 6.689 -1.133 1.0 0.6 -0.1 0.46
H 1.791 5.495 -1.386 -0.2 1.1 0.7 0.47
O 1.801 6.369 -0.923 -0.8 -1.7 -0.5 -0.93
```
Forces are in eV/Å.

## Properties
* structure (SMILES): CC(C)=C(C)N.O
* orbital gap: 7.5 eV
* spin multiplicity: 1

***

Entry 10:
Below is a 2-piece molecular cluster, C5H13NO overall at a distorted geometry, with properties calculated with the ωB97M-V functional and the def2-TZVPD basis.

Structure (XYZ):
```
20
Properties=species:S:1:pos:R:3:forces:R:3:nbo_charge:R:1
C -0.222 0.063 -1.412 0.6 1.2 -1.0 -0.61
C 0.701 1.360 -1.293 0.2 -2.1 -0.3 -0.41
C 0.265 2.241 -0.131 -0.1 -0.1 0.8 -0.45
C -0.034 1.365 1.117 0.9 2.4 1.3 0.19
C -0.718 1.915 2.138 -1.2 0.2 0.1 -0.51
N 0.786 0.262 1.341 1.1 -0.3 0.4 -0.82
H 0.333 -0.761 -0.976 -0.5 -0.3 0.0 0.22
H -0.405 -0.098 -2.489 0.2 -0.3 0.5 0.20
H -1.199 0.194 -0.963 -0.1 0.0 0.4 0.21
H 1.724 0.878 -1.250 -0.7 1.1 0.4 0.19
H 0.680 1.807 -2.271 0.0 0.8 -0.1 0.21
H 0.930 3.126 0.194 -0.5 -1.7 -0.7 0.23
H -0.690 2.717 -0.360 0.0 0.0 -0.3 0.22
H -1.456 2.735 2.061 0.8 -0.4 -0.5 0.20
H -0.684 1.553 3.165 0.1 -0.5 -0.3 0.19
H 1.623 0.291 0.762 -0.3 -0.1 0.2 0.36
H 1.082 0.170 2.325 -0.5 0.0 -0.8 0.38
H -0.951 -5.998 -1.073 -0.4 0.7 0.4 0.46
H -0.699 -7.319 -0.631 -0.2 -0.3 0.9 0.46
O -1.066 -6.501 -0.253 0.6 -0.5 -1.3 -0.92
```
Forces are in eV/Å.

## Properties
* structure (SMILES): C=C(N)CCC.O
* orbital gap: 9.0 eV
* spin multiplicity: 1

***

Entry 11:
Below is a 2-piece molecular cluster, C5H13NO overall at a distorted geometry, with properties calculated with the ωB97M-V functional and the def2-TZVPD basis.

Structure (XYZ):
```
20
Properties=species:S:1:pos:R:3:forces:R:3:nbo_charge:R:1
C -0.731 -2.565 0.637 0.0 0.7 -0.3 -0.51
C 0.745 -2.657 0.270 0.5 -0.5 -0.2 -0.62
C -1.526 -1.548 -0.178 -0.3 -0.1 0.4 0.68
O -2.375 -0.870 0.370 -0.1 -0.1 -0.2 -0.61
N -1.249 -1.402 -1.499 0.2 -0.3 -0.8 -0.83
H -1.228 -3.531 0.595 -0.1 -0.1 -0.1 0.23
H -0.876 -2.183 1.638 0.1 -0.1 0.3 0.24
H 0.982 -3.505 -0.378 -0.2 0.0 0.0 0.21
H -1.914 -0.939 -2.095 -0.1 0.3 0.3 0.40
H -0.604 -1.990 -2.001 0.1 -0.2 0.3 0.39
H 1.372 -2.792 1.150 -0.1 0.0 0.1 0.22
H 1.112 -1.775 -0.250 -0.1 0.2 0.1 0.21
C 0.581 3.245 -0.530 -1.5 -0.1 1.2 -0.61
C 1.009 3.177 0.948 -0.2 1.3 0.1 -0.62
H 1.415 3.168 -1.153 1.3 -0.5 -1.1 0.20
H -0.110 2.419 -0.679 0.0 -0.1 -0.5 0.21
H 0.068 4.145 -0.872 -0.1 0.2 0.5 0.20
H 2.089 3.303 1.008 0.0 -0.5 0.3 0.20
H 0.630 2.300 1.463 0.4 -0.4 -0.2 0.21
H 0.610 3.999 1.555 -0.1 0.1 -0.3 0.20
```
Forces are in eV/Å.

## Properties
* structure (SMILES): CCC(N)=O.CC
* orbital gap: 10.5 eV
* spin multiplicity: 1

***

Entry 12:
Below is C5H13NO in the gas phase at a distorted geometry, with properties calculated with the ωB97M-V functional and the def2-TZVPD basis.

Structure (XYZ):
```
20
Properties=species:S:1:pos:R:3:forces:R:3:nbo_charge:R:1
C -0.121 -0.779 -0.854 -2.1 0.8 0.9 -0.22
N -1.417 -0.002 -0.667 1.9 2.8 -0.2 -0.66
C -2.366 -0.602 0.198 -1.7 1.8 0.1 0.11
O -3.525 0.386 0.324 1.6 -1.7 -0.6 -0.75
C 1.113 0.145 -1.128 -0.8 -1.9 -1.2 -0.42
C 1.589 1.013 0.044 1.0 2.0 -1.3 -0.41
C 2.037 0.153 1.162 1.2 -1.6 1.5 -0.62
H -0.360 -1.495 -1.666 0.7 0.5 0.1 0.20
H -0.045 -1.415 0.067 0.7 0.5 -0.6 0.17
H -1.265 1.035 -0.395 -0.1 -2.5 -0.5 0.36
H -2.753 -1.455 -0.365 -0.2 -0.3 0.7 0.17
H -1.959 -0.832 1.206 -0.4 -0.2 -0.3 0.13
H -3.611 0.723 1.216 0.3 -0.2 0.3 0.47
H 1.833 -0.667 -1.490 0.0 1.4 1.0 0.21
H 0.970 0.711 -2.070 -0.4 0.0 0.7 0.22
H 0.831 1.698 0.518 0.5 -0.2 -1.3 0.21
H 2.520 1.674 -0.424 -2.4 -1.5 1.5 0.21
H 2.669 0.696 1.914 -0.5 -0.5 -0.7 0.22
H 2.647 -0.629 0.633 -0.2 0.3 1.2 0.20
H 1.213 -0.360 1.775 1.0 0.7 -1.2 0.21
```
Forces are in eV/Å.

## Properties
* structure (SMILES): CCCCNCO
* orbital gap: 9.6 eV
* spin multiplicity: 1

***

Record-wise energy values, in eV: -9863.8729; -9861.1992; -9846.9567; -9847.5207; -11906.7362; -13394.3383; -22178.9502; -8930.2301; -8930.0433; -8932.0418; -8933.5918; -8931.6982
Record-wise LUMO level values, in eV: 0.9; -0.2; -7.4; -7.6; 0.8; -3.3; -3.8; 1.0; 0.8; 0.9; 0.8; 0.9
Record-wise relative energy (zero: lowest compared OMol25 entry of this formula, charge and spin) values, in eV: 2.493; 5.167; 1.447; 0.883; 7.880; 3.182; 4.016; 3.781; 3.968; 1.969; 0.419; 2.313